[1]
Formula: C3H9NO
Source: OMol25
Level of theory: ωB97M-V/def2-TZVPD

```
14
Properties=species:S:1:pos:R:3:mulliken_charge:R:1
H 3.050 1.707 0.699 0.312
H -0.520 -1.014 1.293 0.303
O -2.836 -0.118 -0.894 -0.452
H -2.119 -0.470 1.623 0.355
C 2.619 0.715 0.768 -0.664
H 3.229 -0.018 -1.079 0.221
H 1.893 -0.651 -0.501 0.201
N 2.375 0.242 -0.587 -0.516
H 3.226 0.166 1.497 0.262
H 1.660 0.790 1.278 0.190
C -1.755 -0.486 -0.529 0.177
H -0.997 0.691 1.071 0.206
C -1.292 -0.352 0.914 -0.855
H -1.011 -0.945 -1.216 0.261
```

2S+1 ... 1
LUMO ... 0.89 eV
Highest occupied orbital energy ... -9.76 eV
Structure (SMILES) ... CC=O.CN
Frontier orbital gap ... 10.649 eV
ΔE to the lowest compared entry with this formula, charge and spin ... 34.08 kcal per mole
Largest force on an atom ... 0.02393 hartree/bohr

[2]
Formula: C3H9NO
Source: OMol25
Level of theory: ωB97M-V/def2-TZVPD

```
14
Properties=species:S:1:pos:R:3:mulliken_charge:R:1
H -2.043 0.330 -0.656 0.267
C -0.373 0.744 0.539 -0.142
H -0.256 2.369 1.712 0.182
H 0.417 -1.368 -1.248 0.158
H -1.229 -1.776 -1.517 0.328
C -0.569 -1.348 -0.762 -1.000
H 2.015 0.042 -0.036 0.333
H -0.431 -2.036 0.074 0.292
O 2.864 -0.401 -0.092 -0.660
C -1.031 0.046 -0.398 -0.180
H -1.744 2.286 0.817 0.168
H 2.682 -1.264 -0.476 0.334
H 0.515 0.402 1.023 0.362
N -0.818 1.972 1.020 -0.443
```

2S+1 ... 1
LUMO ... 1.07 eV
Highest occupied orbital energy ... -7.99 eV
Structure (SMILES) ... C/C=C/N.O
Frontier orbital gap ... 9.061 eV
ΔE to the lowest compared entry with this formula, charge and spin ... 32.64 kcal per mole
Largest force on an atom ... 0.04217 hartree/bohr

[3]
Formula: C3H9NO
Source: OMol25
Level of theory: ωB97M-V/def2-TZVPD

```
14
Properties=species:S:1:pos:R:3:mulliken_charge:R:1
H 3.415 -1.154 -1.114 0.202
N -0.078 -0.201 0.455 -0.592
H 2.249 -0.587 0.064 -0.027
H -1.630 0.410 -1.618 0.293
C -2.061 0.872 -0.751 -1.036
H -1.529 1.892 -0.817 0.225
C -1.492 0.068 0.464 -0.440
H -3.084 0.998 -0.988 0.367
H -1.947 -0.948 0.481 0.300
H 0.164 -0.975 1.094 0.251
H 0.337 0.696 0.780 0.223
O 4.154 -0.824 0.689 -0.397
C 3.282 -0.674 -0.149 0.274
H -1.779 0.429 1.409 0.357
```

2S+1 ... 1
LUMO ... 0.69 eV
Highest occupied orbital energy ... -9.60 eV
Structure (SMILES) ... C=O.CCN
Frontier orbital gap ... 10.284 eV
ΔE to the lowest compared entry with this formula, charge and spin ... 57.42 kcal per mole
Largest force on an atom ... 0.07719 hartree/bohr

[4]
Formula: C3H9NO
Source: OMol25
Level of theory: ωB97M-V/def2-TZVPD

```
14
Properties=species:S:1:pos:R:3:mulliken_charge:R:1
C -1.271 2.766 0.311 -0.888
H -2.129 2.689 0.957 0.260
N 0.798 1.712 -0.612 -0.293
H 2.595 0.915 0.220 0.239
H -0.530 0.837 0.591 0.301
H -1.023 -6.357 0.026 0.325
H 1.416 -0.177 0.089 0.275
H 2.095 0.384 -1.515 0.293
H -1.507 -5.101 0.771 0.329
O -1.690 -6.108 0.716 -0.653
H -0.915 3.775 0.359 0.248
H 0.774 2.337 -1.515 0.288
C 1.783 0.606 -0.510 -0.729
C -0.398 1.723 0.113 0.007
```

2S+1 ... 1
LUMO ... 0.65 eV
Highest occupied orbital energy ... -7.81 eV
Structure (SMILES) ... C=CNC.O
Frontier orbital gap ... 8.453 eV
ΔE to the lowest compared entry with this formula, charge and spin ... 61.37 kcal per mole
Largest force on an atom ... 0.06854 hartree/bohr

[5]
Formula: C3H9NO
Source: OMol25
Level of theory: ωB97M-V/def2-TZVPD

```
14
Properties=species:S:1:pos:R:3:mulliken_charge:R:1
H -1.188 1.402 0.335 0.475
H 0.701 -1.936 0.264 0.345
N -0.408 -0.312 -0.667 -0.494
C -1.578 -0.708 -0.924 -0.282
O 1.236 -2.556 0.792 -0.681
H 0.951 -2.346 1.693 0.315
C 0.967 1.644 -0.084 -1.123
H -0.123 0.246 1.193 0.163
H 0.963 1.676 -1.169 0.301
H 1.869 1.120 0.226 0.274
C -0.263 0.821 0.277 -0.180
H -1.619 -1.557 -1.602 0.271
H 0.946 2.612 0.340 0.350
H -2.455 -0.107 -0.673 0.265
```

2S+1 ... 1
LUMO ... 0.92 eV
Highest occupied orbital energy ... -10.20 eV
Structure (SMILES) ... C=NCC.O
Frontier orbital gap ... 11.122 eV
ΔE to the lowest compared entry with this formula, charge and spin ... 33.98 kcal per mole
Largest force on an atom ... 0.03143 hartree/bohr

[6]
Formula: C3H9NO
Source: OMol25
Level of theory: ωB97M-V/def2-TZVPD

```
14
Properties=species:S:1:pos:R:3:mulliken_charge:R:1
C -0.452 -0.474 0.002 0.147
H -0.087 -0.436 -1.026 0.265
N 0.492 -0.942 0.923 -0.563
H -2.458 0.026 0.865 0.317
H -2.913 0.786 -1.407 0.274
H 2.056 -0.246 -0.099 0.385
H 0.444 -0.512 1.832 0.191
C -2.074 1.188 -0.830 -1.070
C -1.578 0.213 0.259 -0.412
H -1.331 1.420 -1.596 0.341
O 3.003 -0.015 -0.156 -0.690
H -2.339 2.050 -0.212 0.287
H 3.246 -0.075 -1.090 0.312
H 0.778 -1.904 0.906 0.215
```

2S+1 ... 1
LUMO ... 0.97 eV
Highest occupied orbital energy ... -8.47 eV
Structure (SMILES) ... C/C=C/N.O
Frontier orbital gap ... 9.442 eV
ΔE to the lowest compared entry with this formula, charge and spin ... 46.47 kcal per mole
Largest force on an atom ... 0.05399 hartree/bohr

[7]
Formula: C3H9NO
Source: OMol25
Level of theory: ωB97M-V/def2-TZVPD

```
14
Properties=species:S:1:pos:R:3:mulliken_charge:R:1
H 0.393 -1.072 2.015 0.283
O 3.054 0.190 -0.962 -0.655
C -1.022 -0.199 -0.315 -0.366
N -2.319 0.575 -0.649 -0.673
H -2.670 -0.143 -1.218 0.253
H -0.445 -0.460 -1.205 0.324
C 0.782 -0.264 1.385 -0.569
H -1.278 -1.054 0.195 0.353
C -0.155 0.547 0.775 -0.373
H 2.130 0.546 -1.041 0.346
H 1.878 -0.195 1.188 0.216
H -0.805 1.279 1.331 0.306
H -2.795 0.525 0.239 0.251
H 3.250 -0.275 -1.736 0.304
```

2S+1 ... 1
LUMO ... -0.84 eV
Highest occupied orbital energy ... -7.30 eV
Structure (SMILES) ... C=CCN.O
Frontier orbital gap ... 6.457 eV
ΔE to the lowest compared entry with this formula, charge and spin ... 142.35 kcal per mole
Largest force on an atom ... 0.07310 hartree/bohr

[8]
Formula: C3H9NO
Source: OMol25
Level of theory: ωB97M-V/def2-TZVPD

```
14
Properties=species:S:1:pos:R:3:mulliken_charge:R:1
H 0.920 0.721 0.311 0.404
H 1.608 -1.269 0.787 0.339
H -1.338 0.840 -2.485 0.318
C -0.163 0.678 0.627 -0.216
O 1.843 -2.272 0.787 -0.679
H 1.965 -2.452 -0.298 0.338
H 0.156 -0.512 2.357 0.243
C -0.976 0.804 -0.375 -0.343
C -0.487 0.680 -1.772 -1.065
N -0.313 0.442 2.079 -0.475
H -0.277 -0.372 -2.060 0.265
H -1.150 0.503 2.457 0.173
H -2.007 0.703 -0.339 0.390
H 0.219 1.505 -2.075 0.309
```

2S+1 ... 1
LUMO ... 0.75 eV
Highest occupied orbital energy ... -8.76 eV
Structure (SMILES) ... C/C=C/N.O
Frontier orbital gap ... 9.510 eV
ΔE to the lowest compared entry with this formula, charge and spin ... 64.03 kcal per mole
Largest force on an atom ... 0.14634 hartree/bohr

[9]
Formula: C3H9NO
Source: OMol25
Level of theory: ωB97M-V/def2-TZVPD

```
14
Properties=species:S:1:pos:R:3:mulliken_charge:R:1
C -0.366 -0.309 1.712 -1.126
H 1.013 1.157 -1.113 0.251
H 1.158 1.142 1.254 0.357
H -0.005 -0.366 2.744 0.356
C -0.210 -0.388 -1.195 -0.297
H -1.179 -0.749 -0.850 0.298
N 0.188 0.820 -0.616 -0.471
H -0.651 -1.324 1.417 0.306
H -1.063 0.904 -2.565 0.311
H 0.535 -1.170 -1.347 0.323
O -0.425 0.180 -2.656 -0.597
H 1.545 -0.465 0.702 0.350
C 0.719 0.244 0.811 -0.378
H -1.257 0.323 1.701 0.317
```

2S+1 ... 1
LUMO ... 1.11 eV
Highest occupied orbital energy ... -9.74 eV
Structure (SMILES) ... CCNCO
Frontier orbital gap ... 10.846 eV
ΔE to the lowest compared entry with this formula, charge and spin ... 46.11 kcal per mole
Largest force on an atom ... 0.11293 hartree/bohr

[10]
Formula: C3H9NO
Source: OMol25
Level of theory: ωB97M-V/def2-TZVPD

```
14
Properties=species:S:1:pos:R:3:mulliken_charge:R:1
N -0.358 -0.660 -1.443 -0.457
H -0.030 -0.528 -2.388 0.212
H -0.471 0.206 -0.946 0.149
O -0.124 -0.200 1.425 -0.443
H 2.386 0.239 1.296 0.284
C 0.353 0.903 1.549 0.101
H 2.182 1.719 2.285 0.324
H -0.302 1.683 1.981 0.356
H -1.377 -2.482 -1.314 0.245
C 1.824 1.159 1.423 -0.880
C -1.608 -1.428 -1.465 -0.714
H -2.236 -1.235 -2.336 0.299
H 1.990 1.788 0.541 0.262
H -2.229 -1.163 -0.606 0.263
```

2S+1 ... 1
LUMO ... 1.03 eV
Highest occupied orbital energy ... -8.84 eV
Structure (SMILES) ... CC=O.CN
Frontier orbital gap ... 9.865 eV
ΔE to the lowest compared entry with this formula, charge and spin ... 35.01 kcal per mole
Largest force on an atom ... 0.03496 hartree/bohr

[11]
Formula: C3H9NO
Source: OMol25
Level of theory: ωB97M-V/def2-TZVPD

```
14
Properties=species:S:1:pos:R:3:mulliken_charge:R:1
O -0.549 -0.788 -2.263 -0.677
H -0.915 1.612 -0.370 0.307
H 0.886 -1.268 2.265 0.238
N -0.203 -0.482 0.597 -0.422
C 0.115 1.843 -0.135 -1.066
H -1.463 -0.642 -2.145 0.295
C 0.055 -1.402 1.449 -0.306
H 1.593 0.394 0.386 0.306
H -0.191 -0.603 -1.305 0.405
C 0.654 0.681 0.766 -0.402
H 0.127 2.798 0.455 0.305
H 0.667 2.048 -1.047 0.306
H 0.650 1.074 1.816 0.470
H -0.478 -2.464 1.390 0.242
```

2S+1 ... 1
LUMO ... 0.79 eV
Highest occupied orbital energy ... -10.42 eV
Structure (SMILES) ... C=NCC.O
Frontier orbital gap ... 11.210 eV
ΔE to the lowest compared entry with this formula, charge and spin ... 46.21 kcal per mole
Largest force on an atom ... 0.06668 hartree/bohr

[12]
Formula: C3H9NO
Source: OMol25
Level of theory: ωB97M-V/def2-TZVPD

```
14
Properties=species:S:1:pos:R:3:mulliken_spin:R:1
H -2.399 0.688 1.041 0.015
C -1.164 -0.475 -0.204 0.893
O 0.138 0.508 0.263 0.491
N 1.244 -0.212 0.633 0.605
H 1.408 0.261 1.603 -0.023
C 2.372 -0.006 -0.295 0.103
H 2.348 1.120 -0.549 -0.005
H 2.277 -0.728 -1.193 -0.018
H -2.234 1.162 -0.516 0.021
H 3.395 -0.195 0.281 -0.003
H -0.913 -0.721 -1.215 0.005
H -0.819 -1.343 0.430 0.004
H -3.253 -0.313 -0.310 0.079
C -2.400 0.254 0.030 -0.167
```

2S+1 ... 3
LUMO (alpha / beta) ... 0.82 / -2.11 eV
Highest occupied orbital energy (alpha / beta) ... -3.35 / -9.93 eV
Frontier orbital gap (alpha / beta) ... 4.174 / 7.813 eV
ΔE to the lowest compared entry with this formula, charge and spin ... 68.85 kcal per mole
Expectation value of S² ... 2.008
Largest force on an atom ... 0.14761 hartree/bohr

[13]
Formula: C3H9NO
Source: OMol25
Level of theory: ωB97M-V/def2-TZVPD

```
14
Properties=species:S:1:pos:R:3:mulliken_spin:R:1
C -0.366 1.568 0.493 0.863
H 0.480 -1.616 -2.101 0.000
H 0.852 0.282 1.467 0.012
N -0.786 -0.040 -1.369 0.014
C -1.034 0.578 -0.069 -0.043
H -0.290 -1.922 -0.470 0.001
H 0.157 2.337 -0.071 0.037
H 1.484 -0.278 2.774 0.000
H 1.005 -0.687 -0.683 0.027
C 0.151 -1.158 -1.194 0.019
O 1.244 -0.543 1.895 0.012
H -1.828 0.035 0.397 0.035
H 1.501 -0.069 -0.239 0.035
H -0.305 0.620 -2.029 -0.014
```

2S+1 ... 2
LUMO (alpha / beta) ... -7.30 / -7.44 eV
Highest occupied orbital energy (alpha / beta) ... -15.09 / -15.63 eV
Frontier orbital gap (alpha / beta) ... 7.786 / 8.191 eV
ΔE to the lowest compared entry with this formula, charge and spin ... 153.97 kcal per mole
Expectation value of S² ... 0.765
Largest force on an atom ... 0.13338 hartree/bohr
Total charge ... +1

[14]
Formula: C3H9NO
Source: OMol25
Level of theory: ωB97M-V/def2-TZVPD

```
14
Properties=species:S:1:pos:R:3:mulliken_spin:R:1
H 0.785 -1.297 1.189 0.002
N -2.216 0.980 -0.561 0.853
H -1.494 0.523 1.382 0.000
C 1.062 -0.805 0.295 -0.002
H -1.544 -0.923 -0.018 0.065
C 0.201 0.510 -0.014 0.075
H -3.209 1.131 -0.344 -0.010
H 2.886 -0.100 0.491 -0.001
H -2.270 0.719 -1.594 -0.017
C -1.331 0.108 0.332 0.022
H 0.221 0.824 -1.094 0.005
H 0.733 -1.537 -0.449 -0.001
H 0.242 1.384 0.662 -0.003
O 2.446 -0.807 0.003 0.012
```

2S+1 ... 2
LUMO (alpha / beta) ... -3.84 / -9.02 eV
Highest occupied orbital energy (alpha / beta) ... -14.49 / -14.43 eV
Frontier orbital gap (alpha / beta) ... 10.647 / 5.403 eV
ΔE to the lowest compared entry with this formula, charge and spin ... 55.23 kcal per mole
Expectation value of S² ... 0.755
Largest force on an atom ... 0.06952 hartree/bohr
Total charge ... +1

[15]
Formula: C3H9NO2
Source: OMol25
Level of theory: ωB97M-V/def2-TZVPD

```
15
Properties=species:S:1:pos:R:3:mulliken_charge:R:1
N 0.530 -2.230 2.280 -0.570
H -0.157 2.243 -2.938 0.251
C -0.426 1.329 -2.429 -0.813
H 2.609 -2.217 1.970 0.234
H 1.637 -1.182 0.799 0.164
H -0.067 -1.630 2.825 0.228
O -0.658 1.931 -0.078 -0.547
C 1.757 -1.556 1.812 -0.533
H 0.560 0.898 -2.237 0.275
H 1.919 -0.753 2.534 0.266
H 0.003 -2.582 1.497 0.215
C -1.131 1.607 -1.133 0.657
O -2.465 1.623 -1.342 -0.454
H -1.082 0.631 -2.947 0.290
H -3.028 1.889 -0.613 0.336
```

2S+1 ... 1
LUMO ... 0.61 eV
Highest occupied orbital energy ... -9.03 eV
Structure (SMILES) ... CC(=O)O.CN
Frontier orbital gap ... 9.642 eV
ΔE to the lowest compared entry with this formula, charge and spin ... 24.98 kcal per mole
Largest force on an atom ... 0.03271 hartree/bohr

[16]
Formula: C3H9NO2
Source: OMol25
Level of theory: ωB97M-V/def2-TZVPD

```
15
Properties=species:S:1:pos:R:3:mulliken_charge:R:1
C 0.918 2.033 -0.525 -0.298
H -1.784 -1.879 -0.827 0.377
C 0.803 0.373 0.997 0.075
H -3.061 -1.668 -0.125 0.338
O -0.251 -1.123 -1.553 -0.801
H 2.034 1.914 -0.295 0.264
H 0.246 -0.552 1.221 0.279
H 1.908 1.850 1.991 0.322
H 0.636 2.744 -1.303 0.271
C 1.660 0.790 1.942 -0.673
N 0.099 1.272 0.091 -0.527
O -2.491 -2.400 -0.394 -0.615
H 2.003 -0.002 2.587 0.256
H -0.527 -1.909 -1.993 0.317
H -0.067 -0.474 -0.875 0.415
```

2S+1 ... 1
LUMO ... 0.30 eV
Highest occupied orbital energy ... -10.04 eV
Structure (SMILES) ... C=CN=C.O.O
Frontier orbital gap ... 10.339 eV
ΔE to the lowest compared entry with this formula, charge and spin ... 93.86 kcal per mole
Largest force on an atom ... 0.05028 hartree/bohr